Record 1
Entry from the OMol25 dataset: a 8-piece molecular cluster, C48H108N4O8 overall at a distorted geometry (ωB97M-V/def2-TZVPD).

For the relative energy (zero: lowest compared OMol25 entry of this formula, charge and spin), the calculation gives 4.7976 eV. Its SMILES is CC1(C)CCCC(C)(C)N1O.CC1(C)CCCC(C)(C)N1O.CC1(C)CCCC(C)(C)N1O.CC1(C)CCCC(C)(C)N1O.CC(C)O.CC(C)O.CC(C)O.CC(C)O. Its total energy is -2714.3074 Ha. The value obtained for the gap between HOMO and LUMO is 0.2946 Ha. As for the net charge: 0. The value obtained for the HOMO energy is -7.663 eV.

Each line ends with the Mulliken charge.
Cartesian coordinates (Å):
O -4.53118 1.68288 1.41324  -0.35
O -0.78137 -5.17523 4.37533  -0.47
O 4.01402 -1.17837 -2.86477  -0.68
O -0.19990 -3.50151 -2.83301  -0.47
O 1.40738 -1.13110 -2.20970  0.47
O -3.82200 3.73700 -0.42679  -0.55
O 2.81198 3.26172 3.72542  -0.45
O 1.36247 3.55137 -7.01867  -0.50
N 0.28355 3.34140 -6.12545  0.53
N -5.33461 0.70265 0.81714  0.54
N 0.21546 -5.06974 3.40848  0.11
N 4.04430 2.75522 3.92900  0.43
C -0.78622 -2.27360 -4.69172  -0.75
C 2.15942 -6.06337 2.28942  -1.40
C -2.15819 2.55918 -4.73819  -1.43
C 3.35653 0.59212 4.98930  -1.89
C 6.20083 2.95969 5.00988  -1.35
C -2.62680 -3.30578 -3.26417  -1.26
C -4.74529 -0.63467 0.79602  1.69
C -0.26854 0.96953 -7.02552  -1.64
C -1.95111 4.11898 -5.02305  -1.36
C 0.56693 -3.69907 3.06968  2.17
C 0.38686 -7.59108 3.36630  -1.85
C 1.95685 1.10938 -1.32984  -1.35
C 1.92210 -6.11074 4.83571  -1.73
C -4.86108 -1.25932 2.17975  -1.88
C 3.50587 0.79452 2.55811  -3.03
C -6.76400 1.05126 0.72999  1.39
C 4.90106 5.06361 4.58540  -1.87
C -0.64654 -2.79588 2.58884  -2.31
C 6.43614 1.42389 5.01413  -0.79
C -7.01563 2.44378 0.17755  -1.96
C 1.19503 -2.99474 4.28849  -1.75
C 4.10263 1.28409 3.81841  2.58
C 6.12957 -1.88001 -2.01068  -1.57
C 2.66573 -4.66447 1.99690  -0.53
C 5.58908 0.82900 3.81782  -1.29
C 4.76199 3.54643 4.97403  1.44
C -3.29752 -0.62609 0.28811  -1.96
C -2.57301 4.18789 1.56799  -1.62
C -7.09120 -1.34999 -0.04466  -0.72
C -0.37823 5.69568 -6.19415  -1.85
C 0.90632 0.07661 -1.62310  2.43
C -0.89940 1.79456 -4.59084  0.82
C 1.15656 -6.18698 3.51410  1.57
C 1.56303 -3.71770 1.91061  0.12
C -2.59241 4.03984 0.15399  0.38
C -1.55042 3.11465 -0.39029  0.09
C 0.20574 -0.34277 -0.27971  -0.96
C -7.43847 0.05957 -0.30834  -1.19
C 3.82600 -2.94964 -1.27938  -0.70
C -1.72796 4.04459 -7.62827  -1.70
C 0.16526 1.92741 -5.85061  1.18
C 1.53401 1.37568 -5.26860  -2.09
C -5.58250 -1.55244 -0.13487  -1.29
C -0.93142 4.27266 -6.23806  1.52
C -7.48917 0.97571 2.01901  -1.78
C 4.60469 -1.68808 -1.62695  1.23
C -1.21769 -3.47280 -3.86728  0.40
C 4.10887 3.50402 6.38001  -1.70
H 0.19796 -2.39756 -5.14352  0.44
H 7.48616 1.16651 4.87520  0.44
H 2.27510 1.39305 -6.06772  0.47
H -8.51972 0.14885 -0.41335  0.46
H -4.47907 -0.55801 2.92158  0.38
H 2.01054 -2.72832 1.81590  -0.47
H 1.13223 -8.37875 3.25633  0.40
H 0.49713 5.73763 -5.54602  0.42
H 1.98248 4.11799 -6.55378  0.32
H 6.66824 3.25048 4.06910  0.43
H 3.52992 -0.28190 2.38830  0.44
H 1.27043 -1.92912 4.07200  0.41
H 2.87693 3.59015 2.82569  0.32
H 6.20816 0.94451 5.96614  0.35
H -1.08732 4.03233 -8.51005  0.40
H -0.67047 -0.93503 -0.54351  0.17
H 3.04472 -6.63448 2.56902  0.51
H -2.88303 4.67968 -5.09544  0.47
H 1.71795 -6.54026 1.41433  0.30
H 3.46492 -4.51419 2.72271  0.30
H 6.83341 3.45684 5.74526  0.48
H -5.86595 -1.51775 2.51376  0.37
H -0.20020 0.48289 0.30475  0.55
H 3.97718 -3.75627 -1.99672  0.32
H -3.25310 0.07841 -0.54245  0.36
H -1.44523 -2.08565 -5.53936  0.56
H -4.28667 4.57610 -0.46687  0.35
H 6.60203 -0.97237 -2.38627  0.41
H 3.90607 5.45915 4.78942  0.40
H -0.03103 -0.07293 -6.81348  0.35
H 3.23628 -0.48372 4.86197  0.31
H -1.90969 2.12468 -0.10924  -0.23
H -2.60930 -0.30260 1.06901  0.43
H -6.76319 3.21467 0.90564  0.35
H -6.33589 2.63583 -0.65261  0.31
H 5.62596 5.63911 5.16110  0.38
H 2.24271 -3.28017 4.38329  0.38
H -0.27061 -7.73698 2.50924  0.38
H -1.46107 -2.80153 3.31314  0.55
H 0.32775 1.20168 -7.90793  0.45
H -1.22217 -3.31724 1.82404  0.53
H 2.71058 0.85397 -0.58501  -0.09
H 4.54019 4.29424 6.99449  0.45
H 6.05986 0.95406 2.84271  0.46
H 1.90781 2.10476 -4.54970  0.47
H -2.12252 3.02920 -7.66594  0.34
H -1.60195 4.63540 1.77987  0.46
H 0.89473 -0.89742 0.35728  -0.25
H -2.59181 4.68762 -7.79669  0.40
H -2.74146 2.18607 -5.58002  0.35
H 6.34786 -2.70443 -2.68949  0.34
H -0.31942 -4.86269 5.15669  0.40
H -0.13789 6.01737 -7.20749  0.39
H 4.45839 -0.98571 -0.80635  -0.32
H -1.18346 0.75537 -4.42509  -0.59
H 5.56802 -0.23757 4.04162  0.37
H 0.68527 -3.14390 5.24032  0.34
H -2.91732 -4.16980 -2.66654  0.48
H 2.72025 -6.85299 4.82517  0.44
H -1.30985 0.91511 -7.34304  0.29
H 3.05412 3.73009 6.22351  0.41
H -4.33382 2.27521 0.68400  0.36
H 2.45487 -5.18771 5.06434  0.31
H -1.48579 3.17296 -1.47681  -0.47
H -2.66107 3.25702 2.12820  0.19
H -1.47591 4.50987 -4.12333  0.38
H -2.34776 5.05086 -0.17173  0.55
H -3.35158 4.81362 2.00434  0.39
H 1.65939 0.43157 -4.73847  0.39
H -1.07964 -4.39062 -4.43880  0.15
H 2.38736 1.07610 5.11000  0.42
H -6.98847 0.38660 -1.24571  0.42
H -3.39350 -3.09619 -4.01006  0.43
H -8.55537 1.03707 1.80096  0.40
H -0.33798 2.18372 -3.74145  0.09
H -5.35333 -2.59204 0.09925  0.37
H -2.62622 -2.39812 -2.66065  0.17
H 0.17373 0.45761 -2.33462  -0.97
H 5.18648 5.09037 3.53377  0.44
H 6.67529 -2.07237 -1.08694  0.41
H -0.75824 -1.33372 -4.14040  -0.35
H 2.74933 -2.77978 -1.27504  0.09
H -7.35690 -0.00981 2.46549  0.35
H 1.13419 -3.87795 0.92141  0.24
H 2.33032 1.38850 -2.31508  0.31
H 2.44903 1.05297 2.49179  0.59
H 3.33038 -4.58402 1.13674  0.07
H 1.42498 1.96588 -0.91556  0.35
H 1.28561 -6.30331 5.69937  0.41
H -0.69605 -3.94015 -2.13800  0.22
H -7.38384 -1.87611 -0.95332  0.43
H -0.11302 -7.73752 4.32378  0.38
H 4.09197 -3.32286 -0.29040  0.12
H -7.60719 -1.85231 0.77359  0.36
H 3.93925 0.56124 5.90994  0.30
H -8.06310 2.49379 -0.11978  0.46
H -6.99268 1.66266 2.70436  0.40
H -2.73901 2.33435 -3.84365  0.68
H -0.29899 -1.80129 2.30937  0.20
H -0.55267 3.27044 0.01999  0.39
H 3.06086 -1.18255 -2.75048  0.14
H 4.06986 1.21003 1.72302  0.60
H -4.26892 -2.16952 2.27447  0.43
H -3.02261 -1.63771 -0.01046  0.41
H -5.22179 -1.37612 -1.14823  0.45
H -1.08333 6.43562 -5.81544  0.38
H 4.37989 2.57654 6.88442  0.32
H 0.73940 -1.81838 -2.15446  -0.35

Record 2
Entry from the OMol25 dataset: a 4-piece molecular cluster, C48H108NO3P3 overall at a distorted geometry (ωB97M-V/def2-TZVPD).

For the relative energy (zero: lowest compared OMol25 entry of this formula, charge and spin), the calculation gives 7.0209 eV. Its total energy is -3197.4425 Ha. The value obtained for the gap between HOMO and LUMO is 0.2062 Ha. As for the net charge: +2. The value obtained for the HOMO energy is -8.258 eV.

Each line ends with the Mulliken charge.
Cartesian coordinates (Å):
P 3.35175 -14.08271 -19.35967  1.16
P 17.07320 -8.70540 -7.50526  0.75
P 3.98216 -23.66950 -9.75661  0.66
O 7.63044 -17.53825 -14.96209  -0.69
O 8.14252 -17.64485 -12.88989  -0.68
O 7.37109 -19.29252 -13.83439  -0.67
N 7.73295 -18.17043 -13.92332  1.04
C 4.14642 -26.99590 -13.94575  -1.36
C 2.86054 -14.97692 -17.86390  -1.22
C 15.92449 -8.71297 -8.94712  -1.04
C 1.42059 -16.96301 -18.53818  0.61
C 5.03333 -17.65864 -23.11336  -1.19
C 0.61986 -13.36815 -19.76607  -0.48
C 1.84056 -13.98104 -20.39178  -0.72
C 14.84237 -12.65818 -4.47881  -1.30
C 4.04647 -25.36170 -12.14221  -0.84
C 15.98755 -9.20321 -6.08892  -1.60
C 3.89549 -26.82009 -7.58477  -0.10
C 4.92683 -26.30739 -12.86452  -0.14
C 5.48932 -10.62477 -18.02314  -0.80
C 14.20188 -10.14215 -10.32755  -0.67
C 20.90260 -11.22482 -4.92037  -1.27
C 19.97075 -11.20077 -6.18527  -0.49
C 4.08033 -28.33786 -7.52035  -1.41
C 1.51750 -18.94855 -9.05437  -1.32
C 18.54744 -9.79755 -7.65716  -1.14
C 4.39895 -16.17677 -20.97506  -0.47
C 18.78837 -6.47843 -8.25142  -0.77
C -1.26755 -14.80684 -20.68491  -1.09
C 18.31370 -6.23703 -9.65289  -0.38
C 6.55128 -21.02874 -7.58642  -0.44
C 15.06608 -11.12634 -4.54866  -0.69
C 5.47065 -16.53485 -22.04685  -0.58
C -0.56640 -13.42863 -20.66644  -0.91
C 3.68524 -12.36090 -18.80401  -1.12
C 1.08694 -18.37210 -18.12668  -1.67
C 5.30789 -23.23492 -8.42843  -0.65
C 19.47057 -9.86561 -6.48377  -0.93
C 2.06149 -19.93768 -10.15230  -0.45
C 3.03204 -22.26558 -10.48055  -1.15
C 2.70442 -24.86295 -9.10631  -1.27
C 15.14156 -10.05179 -9.03708  -0.43
C 3.17759 -26.39597 -8.90602  -0.86
C 5.18806 -12.07374 -18.40606  -0.72
C 16.19364 -10.67507 -5.49188  -0.23
C 4.69449 -14.80998 -20.26916  -0.90
C 17.80582 -7.07178 -7.20911  -1.19
C 5.32375 -9.52008 -19.18611  -1.08
C 19.27547 -5.23451 -10.49520  -1.26
C 2.67730 -16.45225 -17.76017  -1.12
C 5.97970 -21.88189 -8.77452  -1.03
C 4.84537 -24.66797 -11.05559  -1.37
C 2.55480 -21.24553 -9.40801  -0.79
C 7.09860 -19.69373 -8.08422  -1.38
C 13.29084 -11.32039 -10.54191  -1.34
H 5.07559 -27.16390 -12.20698  0.18
H 0.50760 -16.40134 -18.34051  0.08
H 14.41494 -10.23043 -8.24450  0.27
H 14.68736 -9.91040 -11.27553  0.44
H 15.63872 -13.27070 -4.05603  0.32
H 12.52273 -11.33981 -9.76878  0.33
H 2.89341 -19.38739 -10.59184  0.36
H 3.04308 -12.24516 -17.93089  0.57
H 18.18701 -10.70967 -8.13279  0.67
H 2.03067 -14.37999 -17.48563  0.61
H 19.50994 -4.41272 -9.81860  0.36
H 13.86430 -12.24229 -10.44533  0.31
H 5.74205 -17.61381 -23.94029  0.38
H 2.13055 -13.41833 -21.27911  0.68
H 3.87658 -21.96803 -11.10209  0.51
H 6.53659 -10.59245 -17.72268  0.44
H 19.01957 -5.51920 -7.78826  0.52
H -0.20551 -13.12083 -21.64782  0.37
H 19.07364 -11.78721 -5.98681  0.25
H 3.78160 -14.78224 -17.31449  0.54
H -1.29228 -12.68378 -20.34027  0.44
H 6.78440 -21.96290 -9.50526  0.49
H 5.41920 -25.33953 -10.41698  0.48
H 0.85290 -19.39483 -8.31461  0.36
H 20.35215 -11.10510 -3.98721  0.33
H 5.46532 -21.12168 -9.36239  0.38
H 1.12898 -18.09769 -9.61400  0.39
H 3.44670 -17.11165 -18.16182  0.27
H 2.24005 -22.59592 -11.15265  0.76
H 7.96193 -19.75769 -8.74654  0.35
H 3.61025 -24.57683 -12.76010  0.42
H 14.98169 -8.87260 -6.34783  0.63
H 4.97125 -28.68823 -8.04150  0.34
H 6.25360 -17.01251 -21.45784  0.34
H 20.22522 -5.75227 -10.62940  0.33
H 1.58978 -16.93210 -19.61452  0.11
H 0.21807 -18.83737 -18.59219  0.40
H 4.84521 -26.29313 -7.49284  0.16
H 3.72767 -26.99181 -9.63437  0.35
H 3.07591 -26.98755 -13.74075  0.36
H 3.41863 -16.17231 -21.45156  0.30
H 7.41704 -19.09326 -7.23208  0.38
H 3.24620 -21.07775 -8.58223  0.48
H 4.39116 -28.05394 -14.03932  0.37
H 16.96584 -6.38289 -7.11982  0.58
H 2.33444 -18.51702 -8.47602  0.32
H 0.92910 -18.37949 -17.04820  0.38
H 5.79028 -20.89848 -6.81701  0.34
H 15.84572 -10.88183 -8.97964  0.35
H 3.15103 -28.85539 -7.75836  0.34
H 5.78970 -15.72544 -22.70348  0.39
H 3.31126 -11.68251 -19.57084  0.55
H 16.21522 -8.41935 -5.36653  0.83
H 16.02093 -11.33991 -6.33821  0.17
H 14.50439 -13.11309 -5.40991  0.37
H 2.10046 -24.82807 -10.01302  0.51
H 4.27676 -16.99647 -20.26707  0.13
H 13.91794 -12.66842 -3.90138  0.38
H 18.78789 -5.13653 -11.46512  0.38
H 21.58873 -10.38272 -5.01091  0.33
H 18.23678 -7.06402 -6.20796  0.52
H 3.18709 -26.61019 -6.78339  0.30
H 6.37750 -9.36246 -19.41604  0.35
H 5.14551 -18.61632 -22.60505  0.30
H 20.19278 -9.05191 -6.55016  0.54
H 0.46355 -13.74581 -18.75560  0.28
H 21.48795 -12.14266 -4.97536  0.38
H 1.58403 -15.00156 -20.67608  0.21
H 2.25835 -26.97973 -8.85780  0.53
H -2.17720 -14.69449 -21.27484  0.38
H 19.22804 -9.40471 -8.41252  0.77
H 1.88951 -19.07987 -18.33415  0.38
H 3.14423 -25.84209 -11.76366  0.39
H 2.66988 -16.67825 -16.69388  0.53
H 16.44531 -8.36411 -9.83883  0.54
H 4.71085 -10.45166 -17.28009  0.32
H -0.64610 -15.65507 -20.97196  0.29
H 6.07602 -24.00793 -8.40536  0.61
H 0.66833 -12.28821 -19.62650  0.24
H 2.11693 -24.39647 -8.31552  0.62
H 14.12809 -10.57178 -4.57592  0.47
H 4.22048 -28.73978 -6.51689  0.41
H 5.01601 -14.07671 -21.00879  0.53
H 5.64097 -24.11210 -11.55171  0.74
H 1.68027 -21.78840 -9.04941  0.39
H 4.28449 -26.64699 -14.96913  0.31
H 20.47251 -11.60367 -7.06506  0.39
H 4.68288 -23.21848 -7.53558  0.53
H 4.69113 -8.69015 -18.87129  0.29
H 1.19997 -20.18114 -10.77408  0.33
H 19.70781 -7.05325 -8.36246  0.25
H 17.14210 -10.91114 -5.00939  0.32
H 12.67479 -11.32862 -11.44108  0.39
H 17.26073 -5.97303 -9.55457  0.37
H 18.93246 -9.46138 -5.62638  0.35
H 5.88448 -25.82840 -13.06841  0.41
H 4.90453 -9.91484 -20.11160  0.31
H 15.46343 -10.90759 -3.55751  0.32
H 5.48612 -15.13419 -19.59366  0.49
H 13.60748 -9.23096 -10.26026  0.37
H 18.33843 -7.21478 -10.13404  0.27
H 5.83691 -12.25101 -19.26377  0.33
H 5.58179 -12.69917 -17.60486  0.48
H -1.58588 -14.95464 -19.65296  0.26
H 7.39278 -21.54375 -7.12301  0.33
H 15.28031 -7.84620 -8.79933  0.59
H 6.40268 -19.04663 -8.61813  0.35
H 4.01726 -17.44183 -23.44304  0.34